This record from the OMol25 dataset describes a structure of composition C3H3CdLiO3 in a non-equilibrium geometry. The level of theory is the ωB97M-V functional and the def2-TZVPD basis.

XYZ file:
```
11
Properties=species:S:1:pos:R:3:forces:R:3
H -1.433096 -1.767231 0.080398 0.02 -0.03 0.13
O 0.987188 0.673194 0.614346 3.74 0.27 1.16
C 2.200990 0.109549 0.369865 -4.31 1.21 -0.27
O 2.259703 -0.899031 -0.352551 -1.27 -1.34 -0.76
H -1.086223 2.103356 -0.093090 -0.25 0.02 0.99
H -0.023220 -0.564110 -0.729490 -0.21 0.12 0.63
Li -3.208888 -1.135301 -0.198630 0.43 0.41 0.17
Cd 4.176332 -0.272971 0.211848 2.86 0.57 0.65
C -1.285046 1.032997 0.085668 0.18 -1.59 -1.53
O -2.440477 0.563372 -0.073440 0.35 0.59 0.06
C -0.147259 0.156177 0.085071 -1.55 -0.22 -1.22
```
Positions in Å, forces in eV/Å.

Values from the calculation:
Kohn-Sham gap (spin up / spin down): 3.6475 / 3.0601 eV
2S+1: 2
Energy: -14057.403 eV
Total charge: +1
E_LUMO (spin up / spin down): -7.08 / -7.28 eV
Energy above the lowest of the compared OMol25 structures with the same formula, charge and spin: 4.598 eV

Computed Löwdin charges, given in elementary charges: number 1, H, carries 0.040; number 2, O, carries -0.056; number 3, C, carries -0.505; number 4, O, carries -0.199; number 5, H, carries 0.141; number 6, H, carries 0.073; number 7, Li, carries 0.710; number 8, Cd, carries 1.411; number 9, C, carries -0.247; number 10, O, carries -0.191; number 11, C, carries -0.178